C24H36Cl2O2P2RuSSbSe4 | ωB97M-V/def2-TZVPD

As for the expectation value of S²: 8.798. Its frontier orbital gap (spin up / spin down) is 0.20825 / 0.21038 Eh. The spin multiplicity is 6. Its energy above the lowest of the compared OMol25 structures with the same formula, charge and spin is 1.005 eV. For the total energy, the calculation gives -13028.8198 hartree. The HOMO energy (spin up / spin down) is -1.717 / -1.931 eV. As for the total charge: -2.

Geometry (Å):
Ru1 0.2098 0.1087 0.2211
Cl1 2.0975 -2.2310 0.0724
C1 2.2203 -3.8549 -0.6312
C2 3.2817 -4.6184 -0.1713
C3 3.4625 -5.9161 -0.6242
C4 2.5574 -6.4407 -1.5300
C5 1.5069 -5.6644 -1.9885
Cl2 0.4149 -6.4256 -3.1218
C6 1.2782 -4.3203 -1.5893
S1 -0.0189 -3.3669 -2.2078
H1 3.9654 -4.1804 0.5449
H2 4.2963 -6.5113 -0.2712
H3 2.6577 -7.4575 -1.8894
C7 -2.1180 -2.6247 0.6933
P1 -1.8604 -0.9461 0.0477
C8 -3.2320 -0.0924 0.9174
C9 -2.4727 -0.9235 -1.6798
C10 -3.7298 -1.3898 -2.0578
C11 -4.1403 -1.3050 -3.3797
C12 -3.2868 -0.7635 -4.3339
C13 -2.0354 -0.2972 -3.9612
C14 -1.6242 -0.3594 -2.6312
P2 -0.0252 0.3546 -2.0245
C15 1.2985 -0.0883 -3.1973
C16 -0.2984 2.0893 -2.5802
H4 -3.1084 -2.9963 0.4233
H5 -2.0250 -2.5623 1.7780
H6 -1.3555 -3.2881 0.2921
H7 -4.1495 -0.6836 0.8850
H8 -3.4116 0.8814 0.4660
H9 -2.9276 0.0481 1.9551
H10 -4.3911 -1.8271 -1.3181
H11 -5.1229 -1.6594 -3.6662
H12 -3.6002 -0.7038 -5.3691
H13 -1.3740 0.1186 -4.7126
H14 0.8798 -0.3350 -4.1740
H15 1.8543 -0.9414 -2.8208
H16 1.9596 0.7725 -3.2809
H17 -0.3918 2.1416 -3.6668
H18 0.5581 2.6862 -2.2682
H19 -1.1982 2.4877 -2.1124
C17 0.0620 -0.4966 4.5720
C18 0.7879 0.0989 3.3662
C19 0.7689 1.6246 3.4539
C20 2.2356 -0.3899 3.3582
O1 0.1112 -0.3395 2.2211
H20 0.5521 -0.2148 5.5109
H21 0.0518 -1.5856 4.4867
H22 -0.9730 -0.1436 4.5931
H23 1.2563 1.9901 4.3653
H24 -0.2660 1.9805 3.4210
H25 1.3027 2.0516 2.6033
H26 2.7854 -0.0066 4.2245
H27 2.7419 -0.0360 2.4606
H28 2.2617 -1.4819 3.3596
C21 -1.7870 4.7985 1.3916
C22 -0.2706 4.9613 1.5337
C23 0.2391 3.9802 0.4957
O2 -0.6445 2.8537 0.6047
C24 -1.9337 3.3182 0.9949
H29 -2.1629 5.4457 0.5964
H30 -2.3373 5.0216 2.3065
H31 0.0703 4.6541 2.5236
H32 0.0777 5.9738 1.3299
H33 1.2572 3.6467 0.6723
H34 0.1768 4.4034 -0.5148
H35 -2.2699 2.7056 1.8344
H36 -2.6431 3.1869 0.1701
Se1 4.0742 4.0525 1.6135
Sb1 4.5074 2.3255 -0.1057
Se2 2.0839 1.1526 -0.1684
Se3 6.7521 3.9412 -0.0693
Se4 4.5307 3.6131 -2.2425

Atom charges from the Mulliken analysis, given in e for atoms 1 to 2: number 1, Ru, carries 0.366; number 2, Cl, carries -0.051

C24H36ClMgN3O3SSi2 | ωB97M-V/def2-TZVPD

Its frontier orbital gap is 0.30744 Eh. For the total energy, the calculation gives -2963.7956 hartree. The HOMO energy is -8.001 eV.

Geometry (Å):
Mg1 -0.5453 1.2790 -0.1146
C1 1.2482 2.6465 -2.9503
Si1 2.2992 1.7722 -1.6555
C2 2.3753 -0.0521 -2.0958
C3 4.0440 2.4519 -1.8304
C4 1.4722 2.0146 -0.0088
C5 0.8521 3.3636 0.0930
C6 1.5367 4.5911 0.1467
C7 0.8298 5.7699 0.2375
C8 -0.5641 5.7396 0.2797
C9 -1.1856 4.5149 0.2260
N1 -0.5033 3.3651 0.1336
Si2 2.3683 1.5415 1.5393
C10 2.3949 -0.3240 1.7458
C11 4.1474 2.1277 1.7061
C12 1.4301 2.2858 2.9922
H1 1.6245 2.4512 -3.9587
H2 1.2402 3.7296 -2.7982
H3 0.2125 2.2923 -2.9105
H4 3.0912 -0.2343 -2.9030
H5 1.3951 -0.3974 -2.4363
H6 2.6687 -0.6680 -1.2412
H7 4.3668 2.3462 -2.8716
H8 4.7577 1.9098 -1.2071
H9 4.1053 3.5125 -1.5683
H10 2.6193 4.5866 0.1166
H11 1.3543 6.7174 0.2749
H12 -1.1473 6.6461 0.3557
H13 -2.2644 4.4292 0.2583
H14 2.9630 -0.8023 0.9417
H15 1.3808 -0.7319 1.7281
H16 2.8658 -0.5992 2.6950
H17 4.8019 1.6641 0.9660
H18 4.5268 1.8615 2.6980
H19 4.2321 3.2133 1.5971
H20 0.3687 2.0161 2.9644
H21 1.4909 3.3781 2.9791
H22 1.8388 1.9386 3.9453
S1 -3.4189 1.9030 0.4530
C13 -3.8235 0.2891 0.2582
N2 -4.5501 -0.2108 -0.7635
C14 -4.4946 -1.6686 -0.8319
C15 -3.8275 -2.0368 0.5112
N3 -3.4936 -0.7292 1.0728
H23 -4.6818 0.3632 -1.5783
H24 -3.9045 -1.9938 -1.6910
H25 -5.4902 -2.0985 -0.9210
H26 -2.9307 -2.6459 0.3829
H27 -4.5158 -2.5681 1.1661
H28 -2.7188 -0.6167 1.7044
C16 -1.8901 -5.2300 -1.4950
C17 -1.3651 -4.8756 -0.1261
C18 -1.7550 -5.6296 0.9798
C19 -1.2337 -5.3773 2.2348
Cl1 -1.7416 -6.3515 3.5834
C20 -0.2982 -4.3718 2.4243
C21 0.0851 -3.6077 1.3376
C22 -0.4503 -3.8472 0.0793
O1 0.0095 -3.0689 -0.9582
C23 -0.9524 -2.2472 -1.5847
C24 -0.9648 -0.8671 -0.9583
O2 -0.7906 -0.7597 0.2911
O3 -1.1725 0.1442 -1.6940
H29 -2.0787 -6.3013 -1.5542
H30 -1.1736 -4.9682 -2.2733
H31 -2.8334 -4.7232 -1.7171
H32 -2.4603 -6.4417 0.8502
H33 0.1157 -4.1868 3.4066
H34 0.7955 -2.7986 1.4462
H35 -1.9562 -2.6609 -1.4595
H36 -0.7321 -2.1636 -2.6455

Atom charges from the Mulliken analysis, given in e for atoms 1 to 2: number 1, Mg, carries 0.341; number 2, C, carries -1.066

C24H36F15O15P | ωB97M-V/def2-TZVPD

Its frontier orbital gap is 0.37447 Eh. Its energy above the lowest of the compared OMol25 structures with the same formula, charge and spin is 0.000 eV. For the total energy, the calculation gives -3904.0778 hartree. The HOMO energy is -9.851 eV. As for the structure (SMILES): CC(C)CO[P@](=O)(O)OO.CCOC(=O)C(F)(F)F.CCOC(=O)C(F)(F)F.CCOC(=O)C(F)(F)F.CCOC(=O)C(F)(F)F.CCOC(=O)C(F)(F)F.

Geometry (Å):
C1 4.8688 4.1610 -2.2087
C2 4.3769 2.9105 -1.4357
C3 4.5337 1.6483 -2.3296
C4 2.9595 3.1355 -0.8810
O1 1.9269 2.5421 -1.6988
P1 0.5504 3.3360 -1.6995
O2 -0.1054 3.1794 -0.3739
O3 -0.3197 2.6905 -2.8829
O4 0.7453 4.8843 -2.1125
O5 1.4695 4.9466 -3.3413
H1 5.8364 3.9209 -2.6655
H2 5.0567 4.9959 -1.5215
H3 4.1299 4.4092 -2.9796
H4 5.0652 2.8217 -0.5842
H5 5.3314 1.0276 -1.9034
H6 4.8125 1.9732 -3.3371
H7 3.6444 1.0142 -2.3655
H8 2.8066 4.2234 -0.8053
H9 2.8602 2.7722 0.1492
H10 -0.0025 1.7749 -2.9522
H11 2.2562 5.4635 -3.1017
C5 -6.6917 3.6072 0.0502
C6 -6.3495 3.8357 -1.4062
O6 -5.0624 4.4682 -1.5413
C7 -4.0092 3.6669 -1.4775
O7 -4.0431 2.4801 -1.3173
C8 -2.7225 4.4754 -1.6845
F1 -2.7226 5.6140 -0.9829
F2 -2.5687 4.8135 -2.9746
F3 -1.6277 3.7857 -1.3098
H12 -6.6296 4.5424 0.6077
H13 -7.6996 3.2044 0.1460
H14 -5.9942 2.9086 0.5123
H15 -7.0685 4.5172 -1.8566
H16 -6.3797 2.9081 -1.9770
C9 -1.4546 0.4164 -1.0967
C10 -2.5138 -0.6581 -1.1722
O8 -1.9446 -1.9710 -0.9559
C11 -1.7581 -2.3253 0.3057
O9 -2.0131 -1.6685 1.2712
C12 -1.1966 -3.7525 0.3660
F4 -0.2149 -3.9536 -0.5220
F5 -2.1546 -4.6617 0.0999
F6 -0.6964 -4.0444 1.5677
H17 -0.6414 0.1929 -1.7929
H18 -1.8800 1.3824 -1.3403
H19 -1.0164 0.4739 -0.1013
H20 -2.9527 -0.6817 -2.1682
H21 -3.3224 -0.4721 -0.4668
C13 8.5594 4.8472 3.5773
C14 8.6461 3.5127 2.8691
O10 8.3585 3.6536 1.4638
C15 9.3659 4.0612 0.7014
O11 10.4705 4.3191 1.0761
C16 8.9186 4.1151 -0.7671
F7 7.7115 4.6853 -0.9018
F8 8.8353 2.8813 -1.2900
F9 9.7709 4.8058 -1.5193
H22 7.5890 5.3118 3.3984
H23 8.6974 4.7184 4.6503
H24 9.3204 5.5359 3.2105
H25 7.8949 2.8310 3.2632
H26 9.6185 3.0431 3.0132
C17 -3.9587 -6.2594 -1.8818
C18 -4.4471 -5.0544 -2.6547
O12 -5.2519 -5.4506 -3.7823
C19 -6.5230 -5.7269 -3.5218
O13 -7.0461 -5.6772 -2.4480
C20 -7.2574 -6.0842 -4.8236
F10 -6.5411 -6.9212 -5.5853
F11 -7.4954 -4.9817 -5.5512
F12 -8.4288 -6.6671 -4.5790
H27 -3.4315 -6.9500 -2.5417
H28 -3.2880 -5.9532 -1.0844
H29 -4.7913 -6.8089 -1.4416
H30 -3.6002 -4.5074 -3.0658
H31 -4.9991 -4.3647 -2.0164
C21 -1.2783 -4.3827 4.3139
C22 -1.5699 -5.8151 4.7030
O14 -0.8397 -6.1920 5.8874
C23 -1.3780 -5.8296 7.0440
O15 -2.3998 -5.2250 7.1846
C24 -0.5126 -6.3422 8.2060
F13 0.7918 -6.1288 7.9873
F14 -0.6809 -7.6626 8.3762
F15 -0.8300 -5.7440 9.3523
H32 -0.2047 -4.2276 4.2025
H33 -1.7693 -4.1361 3.3821
H34 -1.6263 -3.6900 5.0807
H35 -1.2368 -6.4902 3.9165
H36 -2.6371 -5.9838 4.8441

Atom charges from the Mulliken analysis, given in e for atoms 1 to 2: number 1, C, carries -1.824; number 2, C, carries 0.955